1.
The following is a DFT calculation (wB97M-V/def2-TZVPD) of a cluster of 9 separate species, C13H37ClNO11S2 in total at a distorted geometry.

For the HOMO energy, the calculation gives -5.420 eV. Its energy is -2656.0996 a.u. The calculation puts the HOMO-LUMO gap at 0.279 Eh. As for the charge: -1.

Last column: Mulliken charge in e.
Geometry (Å):
Cl: -0.03922 0.22628 -0.87437  1.4040
S: 2.76574 1.07812 1.96506  0.9022
S: -1.86261 -0.40118 4.76444  0.4598
O: -1.08443 -0.02796 -1.76872  -0.3712
O: -2.29087 -1.57816 5.66331  -0.6547
O: 0.02064 -0.85199 0.05749  -0.7640
O: 1.27172 0.31509 -1.57449  -0.5679
O: -0.22035 1.49295 -0.21817  -0.5459
O: -4.47925 3.16631 -2.69532  -0.5738
O: -0.37378 -3.02233 -1.80226  -0.4934
O: 1.14261 0.90452 -4.84150  -0.5838
O: -2.32414 3.96086 0.28602  -0.5013
O: -3.69052 -1.98624 -1.67189  -0.5503
O: 3.76823 0.20694 2.61315  -0.6942
N: 3.62519 -1.82853 0.76960  0.2772
C: -3.44891 -2.65573 -0.46265  -0.3040
C: 2.42409 2.69470 3.01856  -1.1317
C: -3.28058 3.49853 1.17708  -0.5087
C: -1.49372 -1.10113 3.06423  -0.6484
C: 4.43072 -2.63293 1.50439  -0.3644
C: -0.28800 1.06335 -4.86289  -0.2243
C: 3.97857 -3.52839 -0.53019  -0.6893
C: -0.16804 -2.83783 -3.18911  -0.3437
C: 4.69453 -3.72400 0.68419  -0.5545
C: 3.19913 -2.38504 -0.34719  -0.4532
C: -3.12303 2.58385 -2.91253  -0.3393
C: -0.09374 0.08441 5.05850  -0.7529
C: 3.43842 1.84964 0.48501  -1.0400
H: 1.38700 0.72962 -3.92975  0.3426
H: 0.71091 -0.63379 4.90092  0.3405
H: 4.19568 1.39191 -0.15150  0.3873
H: -0.82687 -2.15179 -3.72145  0.0795
H: -5.16489 2.53464 -2.92443  0.2985
H: 0.87580 -2.52432 -3.20361  0.2039
H: -0.11223 0.48184 6.07329  0.3677
H: -1.26198 -0.12868 2.62980  0.1156
H: -2.54770 2.51860 -1.98903  0.1621
H: -0.64793 1.70014 -5.67101  0.3550
H: 1.43047 3.03168 2.72313  0.3688
H: -2.63062 -3.37475 -0.50142  0.2280
H: -2.60430 3.02377 -3.76428  0.2330
H: 2.58872 2.16345 -0.12131  0.2802
H: -3.75080 4.35004 1.66895  0.2881
H: 3.20328 3.44326 2.87504  0.3779
H: -3.12774 -1.82833 0.17009  -0.0223
H: -1.66142 3.27391 0.18355  0.2874
H: -0.66389 1.56262 -3.96984  -0.1096
H: 4.80921 -2.38029 2.48384  0.4022
H: -4.08152 2.82754 0.86662  0.2480
H: -0.66476 -1.80837 3.09174  0.3514
H: -3.36020 1.56854 -3.23035  0.2401
H: -0.89883 0.16077 -4.84419  0.2047
H: -3.12967 -1.20733 -1.65322  0.2964
H: -2.45214 -1.49098 2.72137  0.2909
H: 3.39124 -0.88223 1.03395  -0.0523
H: -4.32531 -3.05262 0.04970  0.3405
H: 5.33156 -4.54723 0.97208  0.3741
H: -2.79882 2.89566 1.94685  0.1569
H: 3.90862 2.79327 0.76174  0.4200
H: -0.30265 -3.84470 -3.58434  0.2910
H: 2.39157 -2.05599 -0.98434  0.4147
H: 0.23777 0.89884 4.41437  0.1085
H: 2.26789 2.39129 4.05376  0.3527
H: -0.19759 -2.18450 -1.36797  0.1859
H: 3.98376 -4.20964 -1.36821  0.4015

2.
The following is a DFT calculation (wB97M-V/def2-TZVPD) of a structure of composition C13H37FHfN3O4 at a distorted geometry.

For the HOMO energy, the calculation gives -17.021 eV. Its energy is -1128.9594 a.u. The calculation puts the HOMO-LUMO gap at 0.069 Eh. As for the charge: +3.

Last column: Mulliken charge in e.
Geometry (Å):
Hf: 9.22501 -7.64890 -16.82030  1.5864
F: 6.81944 -8.87779 -19.06348  -0.5143
O: 7.61367 -4.60914 -18.44869  -0.2048
O: 11.02956 -10.82884 -18.92800  -0.4564
O: 7.74779 -10.32388 -14.61495  -0.2616
O: 4.46944 -13.10250 -23.65425  -0.1669
N: 3.20049 -9.99627 -21.88249  -0.3779
N: 10.23025 -9.58921 -13.84899  -0.3930
N: 9.84162 -5.58329 -19.97017  -0.4322
C: 9.20303 -4.27550 -20.21810  0.2882
C: 9.43100 -4.00019 -21.77744  -1.5677
C: 4.48459 -11.66678 -23.32944  -0.5872
C: 11.94112 -11.19585 -19.96419  -0.5569
C: 5.69380 -13.52369 -24.18393  -0.6204
C: 3.19025 -11.31518 -22.50905  0.2827
C: 6.35428 -4.10956 -17.91608  -0.7523
C: 10.43957 -11.52566 -12.39058  -1.5524
C: 7.76511 -4.18656 -19.82308  -0.9079
C: 1.90597 -11.40210 -23.38172  -1.2564
C: 9.89308 -11.02245 -13.74661  0.1950
C: 6.33075 -10.60016 -14.65349  -0.7707
C: 8.39208 -11.26888 -13.76894  -0.7415
H: 11.50502 -11.30343 -12.33108  0.4728
H: 3.99952 -9.99888 -21.26471  0.2871
H: 6.08218 -12.82695 -24.92677  0.3322
H: 5.45936 -4.40473 -18.46390  0.3367
H: 9.79274 -3.45781 -19.80370  0.3086
H: 1.89311 -12.39431 -23.83278  0.3944
H: 11.21030 -9.57467 -13.60528  0.2633
H: 9.78414 -5.99327 -20.89142  0.2917
H: 9.95744 -11.13691 -11.49363  0.4572
H: 4.62731 -11.06978 -24.23018  0.4298
H: 6.16813 -4.26321 -16.85314  0.3012
H: 5.86714 -9.82798 -15.26742  0.2565
H: 10.41611 -11.60667 -14.50372  0.2592
H: 10.79721 -5.30098 -20.13523  0.3069
H: 11.55281 -11.67217 -20.86443  0.2748
H: 10.43837 -4.03409 -22.19234  0.3997
H: 1.07967 -11.28530 -22.68051  0.3593
H: 3.53916 -9.29871 -22.52964  0.3243
H: 5.51987 -14.50832 -24.61793  0.3036
H: 10.31659 -12.60867 -12.38269  0.3761
H: 5.36436 -11.44710 -22.72459  0.4522
H: 3.14352 -12.03791 -21.69444  0.3312
H: 10.65462 -11.67479 -18.67227  0.2970
H: 8.18606 -12.30609 -14.03321  0.4118
H: 7.16906 -4.88826 -20.40655  0.3363
H: 5.92976 -10.56846 -13.64042  0.3349
H: 7.32163 -3.21649 -20.04755  0.4758
H: 10.02543 -9.24064 -12.92343  0.2823
H: 12.77544 -11.83471 -19.67460  0.2846
H: 12.33895 -10.23495 -20.29053  0.2035
H: 6.37256 -3.03720 -18.11049  0.3281
H: 6.47395 -13.72445 -23.44966  0.3280
H: 1.77659 -10.66090 -24.17038  0.3752
H: 9.04034 -3.00691 -21.99857  0.4011
H: 8.73183 -4.63284 -22.32424  0.4839
H: 6.11296 -11.51453 -15.20538  0.3274
H: 7.99648 -11.15747 -12.75939  0.3793

3.
The following is a DFT calculation (wB97M-V/def2-TZVPD) of a cluster of 11 separate species, C13H38ClFN11O26PS in total at a distorted geometry.

As for the structure (SMILES): O=P(O)(O)[C@H](Cl)OCCNS(=O)(=O)F.C[N+](=O)[O-].C[N+](=O)[O-].C[N+](=O)[O-].C[N+](=O)[O-].C[N+](=O)[O-].C[N+](=O)[O-].C[N+](=O)[O-].C[N+](=O)[O-].C[N+](=O)[O-].C[N+](=O)[O-]. For the HOMO energy, the calculation gives -10.820 eV. Its energy is -4375.1950 a.u. The calculation puts the HOMO-LUMO gap at 0.347 Eh.

Last column: Mulliken charge in e.
Geometry (Å):
Cl: -0.79946 -3.32873 1.69760  -0.1567
S: -7.43984 -0.65689 2.09364  1.1827
P: -0.45253 -0.44289 2.57498  1.0559
F: -7.76445 0.66351 3.19369  -0.2875
O: 2.66563 1.27725 1.09277  -0.5606
O: 2.75552 -0.58846 -1.37530  -0.5572
O: 4.45228 -3.19337 -3.07588  -0.5252
O: 5.38514 3.08127 -7.48847  -0.5073
O: 2.18006 2.78333 4.48392  -0.5415
O: -13.49194 0.23228 2.84750  -0.5024
O: -2.69194 0.12999 -2.43486  -0.5298
O: 1.14137 -0.62486 1.86020  -0.4532
O: 9.09821 1.42123 -3.52202  -0.4551
O: -14.22086 -1.56429 1.80158  -0.5338
O: -9.82089 2.65611 1.04287  -0.5322
O: -2.36596 -1.40119 0.66997  -0.2506
O: 7.57911 3.23452 -7.61481  -0.5132
O: 7.23064 0.24430 -0.04400  -0.5283
O: -12.01486 2.50287 1.16921  -0.4763
O: 1.66879 4.80850 5.18411  -0.5391
O: -0.90707 1.07021 2.49130  -0.7603
O: 1.59307 -2.20147 -0.42669  -0.4278
O: -8.73737 -0.84243 1.24534  -0.5334
O: 9.86582 -0.63813 -3.37118  -0.5378
O: -3.42086 -1.66658 -3.48078  -0.5364
O: 4.96355 -5.21854 -3.77606  -0.5266
O: -7.20325 -1.94532 2.93877  -0.5674
O: 4.84508 1.23357 1.41061  -0.4999
O: 6.54090 -1.84771 -0.06998  -0.6021
O: -0.22737 -0.77712 4.30565  -0.5655
N: 2.65149 -1.64725 -0.74508  1.0427
N: 4.16606 -4.35201 -3.39900  0.8661
N: -2.52622 -0.92958 -3.05039  0.9391
N: 7.15753 -0.88534 -0.54157  0.9543
N: 10.00472 0.59030 -3.39233  0.8503
N: 1.38257 3.64986 4.86098  0.8700
N: 3.71608 1.70766 1.58275  0.8936
N: 6.51921 3.08449 -6.99585  0.8279
N: -13.32622 -0.82729 2.23197  0.8731
N: -6.05356 -0.27893 1.04069  -0.3645
N: -10.88079 2.50609 1.66184  0.8530
C: 7.87905 -1.10130 -1.82465  -0.7866
C: -1.12037 -1.35193 -3.29270  -0.7343
C: 11.38682 1.12205 -3.24895  -0.7650
C: 3.91819 -2.31100 -0.33468  -0.6825
C: 3.61787 2.90515 2.46018  -0.7250
C: -10.77681 2.31218 3.13327  -0.6066
C: -0.05092 3.25770 4.93060  -0.6298
C: -3.46196 -0.42783 0.79381  -0.4793
C: -1.74200 -1.71234 1.96505  -0.1485
C: -4.78950 -0.96929 1.58902  -0.4544
C: 2.73257 -4.74417 -3.32939  -0.6334
C: -11.92037 -1.24964 1.98966  -0.6664
C: 6.62319 2.89059 -5.52442  -0.6203
H: 11.40655 1.75253 -2.35770  0.3107
H: 1.34236 0.13414 1.22024  0.3936
H: 5.61899 2.77215 -5.11190  0.3071
H: 2.65202 -5.57509 -2.62561  0.2946
H: -1.12478 -2.29608 -3.84150  0.2899
H: -0.63694 -0.56760 -3.87861  0.3078
H: 7.72872 -2.13449 -2.14487  0.3125
H: -3.81759 -0.19030 -0.32080  0.2776
H: 11.61317 1.69833 -4.14831  0.2970
H: 7.10891 3.77580 -5.10887  0.2681
H: -4.91576 -2.13274 1.61090  0.3812
H: -1.15427 -0.66305 4.71882  0.3361
H: -0.63490 4.11354 5.27576  0.3047
H: -4.66345 -0.62637 2.72320  0.3704
H: -11.44047 -1.37147 2.96284  0.2665
H: 12.07871 0.28369 -3.14376  0.3118
H: -10.18057 1.41394 3.30599  0.1554
H: 3.99562 2.62382 3.44523  0.3125
H: -11.78101 2.19374 3.54579  0.2879
H: 4.22619 3.69317 2.01162  0.3428
H: -0.64047 -1.47376 -2.31952  0.2708
H: 3.67700 -3.22699 0.20884  0.2630
H: -11.43694 -0.46531 1.40375  0.2228
H: 8.93769 -0.90344 -1.64479  0.3793
H: -11.92478 -2.19379 1.44086  0.3419
H: 4.46270 -1.61441 0.30602  0.2910
H: -5.88383 0.75541 1.22024  0.3653
H: -2.48879 -1.93191 2.83876  0.3525
H: 7.46388 -0.40625 -2.55725  0.2437
H: 2.57194 3.21313 2.52174  0.2052
H: -0.13147 2.42678 5.63437  0.2701
H: 2.42334 -5.04237 -4.33319  0.3032
H: -10.29109 3.19740 3.54882  0.3108
H: 4.48047 -2.53808 -1.24267  0.2043
H: 2.14859 -3.88833 -2.98422  0.1995
H: -3.16221 0.60332 1.26021  0.2800
H: 7.21943 1.99235 -5.35169  0.2291
H: -0.36014 2.95950 3.92679  0.2343